The following is a DFT calculation (the ωB97M-V functional and the def2-TZVPD basis) of a 2-piece molecular cluster, C3H6INO overall.

Geometry as XYZ:
```
12
Properties=species:S:1:pos:R:3:mulliken_charge:R:1
C 0.205 0.707 1.941 -0.805
C -0.473 0.896 0.848 0.289
C -2.588 1.600 0.827 -0.784
N 0.853 -0.395 -0.643 -0.444
O -0.031 0.748 -0.454 -0.247
I -3.353 -0.083 -0.167 0.066
H 1.220 0.582 1.673 0.352
H -0.253 1.020 2.870 0.313
H -2.313 2.510 0.354 0.387
H -3.115 1.631 1.736 0.386
H 0.253 -1.115 -0.972 0.231
H 1.587 0.074 -1.213 0.256
```

For the HOMO energy, the calculation gives -8.48 eV. For the energy relative to the best compared isomer or geometry (same formula, charge and spin), the calculation gives 5.417 eV. The LUMO energy is 0.43 eV. The charge is 0. Its max |F| is 0.09709 Eh/bohr.

=====

The following is a DFT calculation (the ωB97M-V functional and the def2-TZVPD basis) of one molecule with the formula C3H6INO2S.

Geometry as XYZ:
```
14
Properties=species:S:1:pos:R:3:mulliken_charge:R:1
C 0.839 -1.838 0.846 0.789
C 0.889 -0.644 1.652 -0.991
C -0.538 0.812 -1.503 -0.772
N 0.421 -0.209 -1.116 -0.442
O 1.508 -2.835 0.783 -0.494
O -1.621 -1.467 0.213 -0.572
S -0.413 -1.763 -0.590 0.502
I 1.868 -0.924 -2.257 0.162
H 1.307 0.060 0.855 0.292
H -0.106 -0.262 1.965 0.294
H 1.601 -0.774 2.454 0.349
H 0.036 1.521 -2.086 0.310
H -1.329 0.305 -1.999 0.309
H -0.873 1.141 -0.513 0.265
```

For the HOMO energy, the calculation gives -8.77 eV. For the energy relative to the best compared isomer or geometry (same formula, charge and spin), the calculation gives 1.571 eV. The LUMO energy is -0.13 eV. The charge is 0. Its max |F| is 0.07042 Eh/bohr.